Entry 1:
C4H6N2O2 | the ωB97M-V functional and the def2-TZVPD basis

```
! wB97M-V def2-TZVPD RIJCOSX def2/J DEFGRID3
* xyz 0 1
C -0.803 0.974 -1.907
N -0.375 0.010 -1.215
C 0.169 0.210 0.083
N 1.086 -1.138 0.368
O 0.784 1.428 0.316
C -0.796 -0.163 1.149
C -0.485 -1.384 1.600
O -0.696 -2.412 2.145
H -1.357 0.743 -2.806
H -0.787 2.022 -1.591
H 1.773 -0.971 1.095
H 1.543 -1.552 -0.436
H 1.351 1.658 -0.436
H -1.408 0.575 1.633
*
```

Computed properties:
SMILES: C=N[C@@](N)(O)C=C=O
E: -11317.868 eV
HOMO: -8.5281 eV
Energy above the lowest of the compared OMol25 structures with the same formula, charge and spin: 306.3 kJ/mol
Frontier orbital gap: 9.1 eV

Here are the Mulliken charges for atoms 1 to 2, given in e: C -0.31; N -0.47

=====

Entry 2:
C20H24BrCl2CoN4O8S2 | the ωB97M-V functional and the def2-TZVPD basis

```
! wB97M-V def2-TZVPD RIJCOSX def2/J DEFGRID3
* xyz -2 5
Co -0.392 1.240 2.207
O -2.499 0.503 4.970
S -2.461 1.156 3.672
O -3.710 1.755 3.081
O -1.198 2.155 3.601
O -1.860 0.163 2.537
C 1.732 0.177 -2.113
S 3.134 -0.830 -1.658
C 4.565 0.233 -0.968
O 3.587 -1.415 -2.950
H 1.701 1.084 -1.510
H 0.818 -0.362 -1.815
H 1.798 0.310 -3.180
H 4.203 0.532 0.062
H 4.769 1.047 -1.698
H 5.364 -0.515 -0.800
Br -0.146 7.010 -2.144
C -1.019 5.254 -2.212
C -1.689 4.944 -3.404
N -2.225 3.758 -3.558
C -2.121 2.826 -2.612
C -1.335 3.006 -1.452
C -0.911 4.366 -1.192
C -1.145 1.907 -0.504
O -1.409 0.731 -0.825
O -0.617 2.368 0.660
H -1.737 5.695 -4.160
H -2.624 1.901 -2.725
H -0.512 4.733 -0.248
C -1.535 -2.331 0.912
N -1.744 -2.348 -0.514
C -3.163 -2.457 -0.932
C -3.305 -2.257 -2.413
C -2.361 -3.198 -3.180
N -1.050 -3.235 -2.537
C 0.012 -3.883 -3.295
C -0.681 -2.742 -1.326
O 0.479 -2.612 -0.894
H -2.276 -2.965 1.402
H -1.760 -1.288 1.354
H -0.469 -2.603 1.131
H -3.681 -1.759 -0.262
H -3.462 -3.521 -0.665
H -3.095 -1.149 -2.732
H -4.324 -2.456 -2.829
H -2.108 -2.823 -4.231
H -2.726 -4.268 -3.213
H -0.442 -4.309 -4.191
H 0.509 -4.690 -2.738
H 0.897 -3.180 -3.459
Cl 1.375 -2.165 3.832
C 2.271 -0.826 4.243
C 3.018 -0.842 5.421
C 3.617 0.332 5.875
C 3.529 1.517 5.147
C 2.905 1.546 3.876
Cl 2.812 2.927 2.867
C 2.049 0.419 3.489
N 1.174 0.447 2.570
H 3.179 -1.763 5.922
H 4.288 0.353 6.715
H 4.010 2.396 5.596
*
```

Computed properties:
E: -197854.386 eV
HOMO (spin up / spin down): -1.5724 / -1.6758 eV
Energy above the lowest of the compared OMol25 structures with the same formula, charge and spin: 0.0 kJ/mol
Frontier orbital gap (spin up / spin down): 5.3 / 5.4 eV

Here are the Mulliken charges for atoms 1 to 2, given in e: Co 0.88; O -0.67

=====

Entry 3:
C4H11N3O2 | the ωB97M-V functional and the def2-TZVPD basis

```
! wB97M-V def2-TZVPD RIJCOSX def2/J DEFGRID3
* xyz 0 1
C 2.556 1.312 0.327
C 1.835 0.028 0.058
N 2.540 -0.920 -0.668
C 0.743 -0.341 0.790
O 0.146 -1.569 0.507
H 3.480 1.104 0.868
H 2.847 1.799 -0.606
H 1.930 1.978 0.915
H 1.982 -1.729 -0.902
H 3.139 -0.564 -1.399
H 0.510 0.202 1.696
H -0.677 -1.582 1.032
N -1.651 0.165 -1.029
C -2.338 -0.002 0.173
N -3.717 0.026 -0.023
O -1.981 0.170 1.337
H -2.047 0.735 -1.758
H -0.875 -0.453 -1.231
H -4.289 -0.073 0.799
H -4.133 -0.286 -0.885
*
```

Computed properties:
SMILES: C/C(N)=C/O.NC(N)=O
E: -12891.320 eV
HOMO: -7.0212 eV
Energy above the lowest of the compared OMol25 structures with the same formula, charge and spin: 145.7 kJ/mol
Frontier orbital gap: 7.8 eV

Here are the Mulliken charges for atoms 1 to 2, given in e: C -1.33; C 0.79

=====

Entry 4:
C34H24IrNP2S2 | the ωB97M-V functional and the def2-TZVPD basis

```
! wB97M-V def2-TZVPD RIJCOSX def2/J DEFGRID3
* xyz 0 1
Ir 0.445 -1.717 0.977
S -0.820 -3.140 -0.516
P -1.357 -1.299 -1.197
C -0.151 -0.343 -0.431
P 1.432 0.095 -0.883
S 2.540 -1.329 0.116
C 1.854 1.729 -0.232
C 0.970 2.782 -0.465
C 1.254 4.048 0.020
C 2.416 4.264 0.751
C 3.288 3.215 0.999
C 3.009 1.945 0.509
C 1.765 0.145 -2.658
C 2.015 1.322 -3.356
C 2.199 1.279 -4.732
C 2.143 0.067 -5.404
C 1.910 -1.112 -4.705
C 1.723 -1.075 -3.335
C -1.500 -1.218 -2.994
C -1.506 0.023 -3.630
C -1.554 0.088 -5.012
C -1.608 -1.082 -5.760
C -1.608 -2.317 -5.129
C -1.544 -2.388 -3.743
C -2.989 -0.836 -0.564
C -4.103 -0.790 -1.395
C -5.348 -0.466 -0.869
C -5.479 -0.189 0.482
C -4.366 -0.231 1.314
C -3.125 -0.550 0.794
H 0.047 2.599 -1.002
H 0.565 4.863 -0.159
H 2.634 5.251 1.138
H 4.183 3.379 1.583
H 3.675 1.118 0.716
H 2.070 2.266 -2.831
H 2.394 2.193 -5.277
H 2.290 0.039 -6.476
H 1.873 -2.057 -5.230
H 1.546 -1.989 -2.778
H -1.466 0.933 -3.042
H -1.547 1.050 -5.507
H -1.646 -1.028 -6.840
H -1.648 -3.226 -5.714
H -1.516 -3.348 -3.241
H -4.006 -1.010 -2.450
H -6.212 -0.431 -1.519
H -6.449 0.064 0.889
H -4.466 -0.009 2.368
H -2.252 -0.558 1.438
N 1.705 -0.477 10.734
C 1.585 -0.567 9.595
C 1.435 -0.679 8.168
C 1.938 0.316 7.332
C 1.796 0.205 5.963
C 1.141 -0.896 5.400
C 0.638 -1.887 6.249
C 0.787 -1.783 7.618
C 0.990 -1.004 3.982
C 0.849 -1.099 2.777
H 2.442 1.170 7.764
H 2.189 0.972 5.310
H 0.131 -2.739 5.819
H 0.399 -2.553 8.271
*
```

Computed properties:
E: -80223.181 eV
HOMO: -7.3137 eV
Energy above the lowest of the compared OMol25 structures with the same formula, charge and spin: 0.0 kJ/mol
Frontier orbital gap: 6.9 eV

Here are the Mulliken charges for atoms 1 to 2, given in e: Ir 1.05; S -0.59

=====

Entry 5:
C5H8O3Sm | the ωB97M-V functional and the def2-TZVPD basis

```
! wB97M-V def2-TZVPD RIJCOSX def2/J DEFGRID3
* xyz 0 7
Sm -1.640 -2.122 -0.087
O 0.041 -1.540 -1.294
O -0.053 0.024 0.385
C -1.073 1.003 0.314
C -2.105 0.524 1.329
O -2.345 -0.844 1.263
C 0.746 -0.659 -0.556
H -0.660 1.985 0.587
H -1.448 1.105 -0.716
H -3.006 1.159 1.255
H -1.646 0.657 2.330
C 1.731 0.246 -1.230
C 2.299 -0.814 -0.286
H 1.856 0.079 -2.302
H 1.770 1.284 -0.889
H 2.824 -1.648 -0.759
H 2.708 -0.440 0.656
*
```

Computed properties:
E: -29358.481 eV
HOMO (spin up / spin down): -5.7519 / -7.8978 eV
Energy above the lowest of the compared OMol25 structures with the same formula, charge and spin: 0.0 kJ/mol
Frontier orbital gap (spin up / spin down): 5.6 / 7.4 eV

Here are the Mulliken charges for atoms 1 to 2, given in e: Sm 1.14; O -0.88

=====

Entry 6:
C5H6O2 | the ωB97M-V functional and the def2-TZVPD basis

```
! wB97M-V def2-TZVPD RIJCOSX def2/J DEFGRID3
* xyz 0 1
O 1.122 1.796 0.580
C 0.153 1.354 -0.203
C 0.271 -0.069 -0.582
C 0.680 -0.529 1.724
O -0.416 -0.621 2.216
C -0.800 -0.794 -1.149
C -1.731 -1.403 -1.626
H 1.094 0.569 1.302
H -0.891 1.638 0.025
H 0.338 1.698 -1.261
H 1.279 -0.409 -0.818
H 1.459 -1.313 1.864
H -2.557 -1.917 -2.072
*
```

Computed properties:
E: -9368.933 eV
HOMO (spin up / spin down): -7.4718 / -9.1161 eV
Energy above the lowest of the compared OMol25 structures with the same formula, charge and spin: 787.6 kJ/mol
Frontier orbital gap (spin up / spin down): 4.2 / 7.9 eV

Here are the Mulliken charges for atoms 1 to 2, given in e: O -0.47; C -0.11

=====

Entry 7:
C4H5FN2S | the ωB97M-V functional and the def2-TZVPD basis

```
! wB97M-V def2-TZVPD RIJCOSX def2/J DEFGRID3
* xyz 0 1
C -2.141 -0.219 -0.010
N -0.758 0.137 -0.022
C 0.306 -0.723 -0.026
C 1.450 0.099 -0.026
S 3.166 -0.316 -0.013
C 0.913 1.405 -0.007
F 1.627 2.521 -0.006
N -0.382 1.428 -0.009
H -2.556 0.174 0.918
H -2.676 0.219 -0.889
H -2.158 -1.291 0.006
H 0.199 -1.793 0.039
H 3.010 -1.641 0.044
*
```

Computed properties:
SMILES: Cn1cc(S)c(F)n1
E: -20761.047 eV
HOMO: -8.3259 eV
Energy above the lowest of the compared OMol25 structures with the same formula, charge and spin: 91.0 kJ/mol
Frontier orbital gap: 9.0 eV

Here are the Mulliken charges for atoms 1 to 2, given in e: C -0.73; N 0.71

=====

Entry 8:
C23H23AsN5O7SV | the ωB97M-V functional and the def2-TZVPD basis

```
! wB97M-V def2-TZVPD RIJCOSX def2/J DEFGRID3
* xyz 2 1
V -0.084 -0.126 -0.131
O 2.598 2.490 -2.006
As 2.863 1.460 -0.641
O 1.987 2.424 0.541
O 1.364 0.258 -0.858
C 1.495 3.718 0.467
C 2.304 4.758 0.878
C 1.790 6.048 0.935
C 0.469 6.300 0.608
C -0.352 5.260 0.200
C 0.166 3.970 0.118
S -0.869 2.772 -0.614
O -2.230 3.145 -0.472
O -0.649 1.481 0.369
O -0.331 2.387 -1.878
H 3.207 2.363 -2.748
H 3.327 4.552 1.165
H 2.431 6.859 1.251
H 0.073 7.304 0.666
H -1.384 5.434 -0.070
C -2.001 -1.466 2.205
N -1.750 -1.055 0.820
C -2.747 -1.043 0.004
C -2.455 -0.719 -1.344
C -3.155 -0.528 -2.497
C -2.199 -0.269 -3.530
C -0.959 -0.290 -2.975
N -1.072 -0.564 -1.617
C -1.609 -2.891 2.530
C -1.235 -3.187 3.838
C -1.006 -4.499 4.226
C -1.159 -5.530 3.307
C -1.521 -5.240 2.000
C -1.734 -3.923 1.608
H -3.068 -1.337 2.410
H -1.477 -0.776 2.866
H -3.757 -1.275 0.332
H -4.227 -0.560 -2.606
H -2.418 -0.075 -4.567
H 0.004 -0.110 -3.420
H -1.157 -2.390 4.570
H -0.739 -4.720 5.251
H -1.005 -6.557 3.613
H -1.646 -6.039 1.281
H -2.019 -3.718 0.584
C 2.317 -3.911 1.648
N 1.951 -2.573 2.144
C 2.271 -2.135 3.395
C 1.916 -0.912 3.854
C 1.181 -0.059 2.981
N 0.874 -0.514 1.760
C 1.219 -1.755 1.355
O 0.829 -2.050 0.200
N 0.777 1.155 3.319
H 2.995 -4.362 2.366
H 2.809 -3.812 0.684
H 1.420 -4.513 1.547
H 2.839 -2.829 3.999
H 2.197 -0.595 4.846
H 0.993 1.541 4.222
H 0.303 1.736 2.643
*
```

Computed properties:
E: -143356.852 eV
HOMO: -14.2488 eV
Energy above the lowest of the compared OMol25 structures with the same formula, charge and spin: 0.0 kJ/mol
Frontier orbital gap: 6.2 eV

Here are the Mulliken charges for atoms 1 to 2, given in e: V -0.14; O -0.57